C39H64Br2ClIN3O9S8 | the ωB97M-V functional and the def2-TZVPD basis

The orbital gap is 0.245 Eh. As for the multiplicity: 1. The value obtained for the HOMO energy is -9.96 eV. The molar mass comes out at 1297.65 g/mol. The total energy is -311750.323 eV. As for the LUMO energy: -3.29 eV. The total charge is +1. The largest force on an atom is 0.0395 hartree/bohr.

```
127
Properties=species:S:1:pos:R:3:forces:R:3:lowdin_charge:R:1
C -0.160 5.701 0.775 -1.560 1.068 0.750 0.1665
C 0.721 5.133 0.244 0.962 -0.781 -0.623 -0.1520
C 1.773 4.484 -0.478 0.423 -0.346 -0.028 -0.2074
C 2.048 3.050 0.038 -0.516 -0.127 0.468 -0.5913
Cl 3.007 3.390 1.561 0.062 -0.141 0.012 0.8199
O 0.841 2.542 0.521 0.052 0.102 -1.736 -0.2285
C 0.411 1.215 0.443 -0.663 -0.237 1.305 -0.5906
I -0.523 1.209 2.514 0.067 0.081 -0.062 1.1167
C -0.846 1.013 -0.409 0.125 -0.293 0.046 -0.7245
Br -1.931 -0.470 0.017 -0.161 -0.202 -0.003 0.8518
C -1.308 1.813 -1.360 -0.053 0.489 0.159 -0.7941
C -0.677 3.052 -1.854 -0.059 0.083 -0.354 -0.1236
Br -2.910 1.498 -2.258 -0.536 -0.138 -0.213 0.8517
C 1.582 0.179 0.292 -0.765 -0.541 0.704 -0.3189
C 2.519 0.191 1.515 0.695 0.237 -0.002 -0.1674
C 3.194 -1.101 1.988 0.030 0.043 0.137 -0.2519
O 4.104 -1.646 1.433 0.195 -0.479 -0.068 -0.0265
C 1.089 -1.268 0.075 0.287 0.189 -0.294 -0.1452
C 0.415 -2.148 1.111 0.231 -0.083 0.136 -0.2805
C 0.398 -2.053 2.490 0.217 0.297 0.006 -0.1223
C -0.247 -2.978 3.290 -0.091 -0.100 -0.590 -0.0209
C -0.905 -4.060 2.723 0.193 0.263 0.102 -0.2894
C -1.602 -5.050 3.582 0.233 0.036 0.210 -0.0312
C -0.863 -4.182 1.344 0.003 0.149 0.012 -0.0311
C -0.214 -3.250 0.562 -0.225 -0.446 -0.071 -0.0789
N 2.401 0.582 -0.982 1.406 -0.512 -0.769 -0.1739
S 4.001 -0.427 -0.840 -0.267 0.161 0.029 1.1223
C 1.920 -0.013 -2.324 -0.654 0.203 -0.127 -0.1703
C 0.614 0.317 -3.043 0.041 -0.123 -0.859 -0.2180
O 0.706 -0.396 -4.266 0.147 -0.249 0.059 -0.0155
C 2.861 2.140 -1.004 1.018 0.761 0.622 -0.3555
O 4.145 2.182 -0.488 0.129 0.070 0.221 -0.1190
C 3.032 2.603 -2.460 -0.367 0.161 -0.142 -0.1264
C 3.746 3.956 -2.700 -0.026 0.108 -0.313 -0.2302
C 3.118 4.975 -3.656 0.332 -0.053 0.116 -0.4557
S 2.719 4.197 -5.242 -0.271 -0.742 -0.054 0.8866
C 1.565 5.408 -5.874 0.386 0.208 -0.188 -1.0758
S 2.075 6.823 -6.403 0.106 0.568 0.074 0.8098
N 0.223 5.043 -5.888 -0.261 -0.723 -0.043 -0.1673
C -0.809 5.716 -5.284 -0.233 0.396 0.010 -0.0930
C -1.924 5.029 -5.592 -0.278 -0.347 -0.183 -0.1450
N -1.639 3.939 -6.380 0.657 -0.155 -0.281 0.0895
C -0.341 3.956 -6.541 -0.231 0.469 0.604 -0.1512
H -0.976 6.235 1.172 -0.295 0.179 0.350 0.0453
H 1.539 4.503 -1.526 -0.143 -0.131 -0.470 0.0905
H 2.652 5.088 -0.327 0.538 0.046 -0.098 0.1110
H -1.008 3.243 -2.859 -0.150 0.145 -0.510 0.0604
H 0.381 2.921 -1.911 0.608 0.219 0.183 0.0400
H -0.957 3.905 -1.257 0.082 0.293 0.328 0.0929
H 2.012 0.600 2.370 -0.456 0.058 0.235 0.0300
H 3.346 0.879 1.381 0.200 0.156 -0.229 0.0690
H 2.876 -1.483 2.954 -0.183 -0.016 0.430 0.1088
H 1.970 -1.808 -0.251 0.386 -0.255 0.043 0.0980
H 0.448 -1.289 -0.787 -0.393 0.079 -0.299 0.0653
H 0.880 -1.231 2.972 0.067 0.282 0.273 0.0320
H -0.228 -2.855 4.353 -0.038 0.035 0.426 0.1260
H -2.642 -4.786 3.722 -0.365 -0.021 -0.032 0.0748
H -1.505 -6.049 3.191 -0.141 -0.343 -0.231 0.0855
H -1.133 -5.048 4.552 0.093 -0.063 0.446 0.0816
H -1.350 -5.014 0.873 -0.128 -0.321 -0.171 0.1184
H -0.223 -3.395 -0.503 0.021 0.030 -0.396 0.1180
H 4.589 0.095 -1.927 -0.239 0.133 -0.259 -0.0703
H 2.694 0.091 -3.061 0.507 0.665 -0.050 0.0969
H 1.914 -1.080 -2.230 -0.112 -0.453 0.533 0.1022
H 0.436 1.357 -3.273 0.054 0.343 0.235 0.0999
H -0.254 -0.091 -2.569 -0.307 -0.149 0.402 0.0895
H 1.258 0.086 -4.889 -0.062 0.086 -0.158 0.1008
H 4.787 2.419 -1.164 0.092 -0.134 -0.056 0.1116
H 2.158 2.517 -3.082 -0.507 0.153 -0.026 0.0797
H 3.718 1.871 -2.861 0.061 -0.433 -0.226 0.1044
H 4.705 3.760 -3.159 0.411 -0.374 -0.096 0.1147
H 4.004 4.472 -1.792 -0.071 0.175 0.474 0.1094
H 2.294 5.541 -3.248 -0.537 -0.153 0.083 0.0793
H 3.895 5.694 -3.859 0.226 0.417 -0.054 0.0769
H -0.703 6.611 -4.717 0.339 0.355 0.159 0.1134
H -2.926 5.262 -5.315 -0.426 0.063 0.187 0.0977
H 0.275 3.295 -7.116 -0.091 -0.403 -0.228 0.0932
C 3.522 -4.610 5.258 0.112 0.023 -0.032 -0.2677
S 2.946 -4.709 3.563 -0.040 0.160 -0.003 0.7953
O 1.728 -5.560 3.562 -0.025 -0.098 -0.002 -0.5238
C 4.294 -5.725 2.953 0.096 -0.045 -0.015 -0.2611
H 2.794 -4.047 5.835 -0.051 -0.035 0.014 0.0481
H 3.611 -5.609 5.677 -0.074 -0.025 0.015 0.0401
H 4.484 -4.096 5.278 -0.006 0.018 -0.017 0.0578
H 4.330 -6.654 3.522 -0.043 0.002 0.017 0.0589
H 5.231 -5.177 3.050 -0.001 0.018 -0.013 0.0533
H 4.102 -5.940 1.905 -0.035 0.014 -0.011 0.0495
C -1.048 0.110 -10.515 -0.038 -0.096 -0.010 -0.2698
S -0.761 1.765 -9.891 -0.063 0.083 -0.117 0.8149
O -0.298 1.620 -8.483 0.203 -0.088 0.143 -0.5742
C -2.483 2.253 -9.806 -0.110 0.011 -0.032 -0.2665
H -0.084 -0.388 -10.594 0.030 0.023 0.002 0.0497
H -1.690 -0.433 -9.822 0.002 0.029 0.030 0.0600
H -1.510 0.172 -11.500 0.010 0.009 -0.015 0.0556
H -3.023 1.562 -9.159 0.041 -0.010 0.029 0.0622
H -2.906 2.253 -10.811 0.009 0.014 -0.013 0.0551
H -2.522 3.255 -9.387 0.036 0.003 0.036 0.0441
C -4.538 -2.807 2.110 -0.024 -0.079 -0.040 -0.2601
S -4.354 -1.194 2.883 0.099 0.098 -0.123 0.7597
O -3.766 -1.428 4.228 0.042 -0.051 0.086 -0.5492
C -6.103 -0.884 3.114 -0.175 -0.108 0.105 -0.2750
H -3.538 -3.198 1.922 0.017 0.042 0.010 0.0236
H -5.077 -3.475 2.782 -0.001 0.021 0.032 0.0611
H -5.074 -2.697 1.167 0.002 0.008 -0.009 0.0560
H -6.535 -1.682 3.720 0.069 -0.028 0.007 0.0609
H -6.591 -0.828 2.142 0.034 0.062 -0.025 0.0457
H -6.205 0.071 3.621 0.044 0.062 -0.063 0.0415
C 5.036 -6.831 8.776 0.096 0.026 0.019 -0.2716
S 3.250 -6.735 8.940 -0.071 -0.101 0.032 0.8131
O 2.805 -5.569 8.132 0.071 0.070 -0.017 -0.5567
C 3.246 -6.211 10.655 0.035 0.033 0.097 -0.2702
H 5.261 -7.106 7.747 -0.029 -0.017 -0.018 0.0450
H 5.476 -5.861 9.006 -0.036 0.018 -0.001 0.0588
H 5.421 -7.597 9.449 -0.002 -0.020 -0.006 0.0543
H 3.810 -5.284 10.754 -0.002 0.010 -0.040 0.0589
H 3.684 -6.995 11.273 -0.014 -0.017 0.002 0.0546
H 2.212 -6.049 10.948 -0.027 -0.010 -0.028 0.0510
C -9.062 1.362 1.301 -0.059 -0.072 0.026 -0.2733
S -7.892 2.715 1.456 -0.030 0.089 -0.077 0.8076
O -6.598 2.123 1.884 0.042 -0.088 0.045 -0.5599
C -8.640 3.444 2.916 -0.061 0.014 0.081 -0.2690
H -8.748 0.747 0.460 0.025 0.018 -0.023 0.0493
H -9.059 0.770 2.216 0.025 0.020 0.016 0.0549
H -10.057 1.763 1.108 -0.004 0.006 -0.017 0.0543
H -8.663 2.707 3.718 0.027 -0.024 -0.015 0.0590
H -9.647 3.783 2.675 0.000 0.016 -0.011 0.0550
H -8.028 4.293 3.211 0.030 0.008 -0.023 0.0507
```
Forces are in eV/Å.



C5H15NO | the ωB97M-V functional and the def2-TZVPD basis

The orbital gap (alpha / beta) is 0.122 / 0.306 Eh. As for the multiplicity: 2. The value obtained for the HOMO energy (alpha / beta) is 0.95 / -4.32 eV. As for the relative energy (zero: lowest compared OMol25 entry of this formula, charge and spin): 4.7229 eV. The molar mass comes out at 105.18 g/mol. The total energy is -8960.155 eV. As for the LUMO energy (alpha / beta): 4.26 / 4.00 eV. The total charge is -1. The largest force on an atom is 0.1114 hartree/bohr.

```
22
Properties=species:S:1:pos:R:3:forces:R:3:nbo_charge:R:1
C 0.917 -1.141 -1.040 -1.189 -5.103 2.089 -0.6272
C 0.108 -0.770 0.204 -4.058 -1.832 -1.761 -0.2793
C -1.363 -0.272 -0.253 1.090 0.110 0.988 -0.2104
C -1.965 0.144 1.081 -2.312 0.352 -0.130 -0.6539
C -1.299 1.022 -1.113 0.857 -1.463 -1.695 -0.6874
N 0.850 0.858 0.723 0.573 -0.404 0.946 -1.2499
H 0.346 -1.416 -1.910 -0.901 -0.681 -0.295 0.1739
H 1.732 -1.894 -0.904 -0.631 0.622 0.096 0.2092
H 1.310 -0.301 -1.326 2.746 4.809 -1.465 0.2148
H -0.159 -1.461 1.090 0.933 0.137 -1.664 0.1938
H -2.042 -1.078 -0.760 1.508 1.088 0.748 0.1847
H -3.029 0.471 1.001 0.410 -0.324 -0.120 0.1803
H -1.928 -0.551 1.909 0.043 -0.799 -0.060 0.1918
H -1.478 0.999 1.476 0.401 0.882 0.041 0.2023
H -0.888 0.798 -2.182 -0.586 0.369 1.751 0.1847
H -0.652 1.788 -0.644 -0.507 -0.487 -0.222 0.2549
H -2.327 1.312 -1.241 -0.496 0.641 -0.147 0.1840
H 0.225 1.134 1.540 1.455 -0.722 -0.685 0.2828
H 1.146 -0.282 0.830 0.560 2.721 1.602 0.3717
H 2.757 0.514 0.526 0.644 -1.193 -0.654 0.5025
H 4.240 0.272 0.742 -0.274 -0.510 -0.401 0.4337
O 3.501 -0.145 0.254 -0.268 1.785 1.039 -1.0570
```
Forces are in eV/Å.